Record 1
{
  "formula": "C17H34CuN11O5",
  "method": "ωB97M-V with the def2-TZVPD basis set",
  "lumo_ev": [-3.84, -7.17],
  "charge": 1,
  "multiplicity": 2,
  "homo_lumo_gap_ev": [6.14, 2.82],
  "s2": 0.76,
  "fmax_ev_per_a": 2.6,
  "species": ["Cu", "C", "O", "H", "H", "H", "C", "O", "N", "N", "H", "H", "H", "H", "C", "O", "N", "N", "H", "H", "H", "H", "C", "O", "N", "N", "H", "H", "H", "H", "C", "O", "N", "N", "H", "H", "H", "H", "N", "C", "C", "C", "C", "H", "H", "H", "H", "H", "N", "C", "C", "C", "C", "H", "H", "H", "H", "H", "N", "C", "C", "C", "C", "H", "H", "H", "H", "H"],
  "coordinates": [[-1.584844, -0.809624, 4.394629], [-0.853822, -0.934245, 1.092685], [-0.798586, -0.621155, 2.438006], [-1.586349, -0.310291, 0.552779], [0.145032, -0.655696, 0.682417], [-0.940459, -1.987537, 0.798147], [2.500185, 0.967316, 3.826381], [1.741726, 1.908726, 4.086900], [3.827243, 1.004454, 4.137509], [2.120029, -0.097409, 3.112703], [4.426340, 0.298447, 3.750508], [4.134425, 1.626484, 4.858957], [2.747025, -0.724160, 2.632961], [1.201659, -0.134790, 2.676615], [0.677247, 3.267288, 0.490201], [0.597991, 3.341345, 1.701905], [0.559848, 2.083909, -0.224722], [0.797375, 4.357610, -0.330489], [0.340789, 1.258788, 0.317052], [0.093982, 2.185699, -1.110773], [1.128561, 4.175682, -1.260617], [0.945847, 5.201709, 0.203391], [-0.618418, -2.134633, -2.661758], [-0.631814, -2.957958, -1.740165], [-1.235900, -2.349587, -3.861731], [0.088737, -0.974377, -2.634240], [-1.579042, -3.288790, -3.978515], [-1.245296, -1.704385, -4.623081], [0.594811, -0.686642, -1.818242], [0.017561, -0.396980, -3.447163], [2.406470, -4.707138, -0.774199], [3.482226, -5.243200, -0.513423], [1.722129, -5.015934, -1.930921], [1.787408, -3.742146, -0.062339], [2.215026, -5.670672, -2.507260], [1.044390, -4.313205, -2.175617], [0.839551, -3.510794, -0.319564], [2.110503, -3.458477, 0.843295], [-3.663233, -1.514395, -1.761193], [-3.767627, -0.195606, -1.481276], [-5.021965, 0.186878, -1.950898], [-5.680550, -0.967205, -2.386496], [-4.790190, -2.040741, -2.335618], [-2.921696, -2.149886, -1.498584], [-3.000494, 0.267227, -0.885542], [-5.432168, 1.183224, -1.897293], [-6.665321, -0.944243, -2.826805], [-4.922569, -3.087726, -2.534653], [-2.525456, 3.921125, 0.199605], [-2.985931, 2.649598, 0.421543], [-4.071628, 2.714475, 1.332069], [-4.295476, 4.043261, 1.653611], [-3.321350, 4.737762, 0.913203], [-1.679778, 4.121314, -0.324201], [-2.445183, 1.824389, -0.015746], [-4.739595, 1.931031, 1.654350], [-5.093476, 4.433843, 2.258842], [-3.149406, 5.801777, 0.808362], [3.612075, 0.026701, 0.199912], [4.481908, 0.901358, 0.759895], [5.674165, 0.237580, 0.875600], [5.483759, -1.102428, 0.415901], [4.210663, -1.185732, -0.096824], [2.625856, 0.159317, 0.067638], [4.260019, 1.933938, 0.969056], [6.624009, 0.587663, 1.247346], [6.301607, -1.784478, 0.249250], [3.679415, -1.937656, -0.653277]],
  "forces_ev_per_a": [[0.891, 0.097, -2.198], [0.773, 0.458, 0.556], [-0.670, -0.170, 1.666], [-0.188, -0.282, -0.166], [-0.041, -0.057, -0.337], [-0.476, -0.012, 0.217], [-0.032, 2.430, -0.051], [0.265, -1.089, 0.470], [-0.062, -0.388, -0.020], [-1.016, -1.850, -1.452], [0.296, 0.061, 0.294], [0.102, 0.089, -0.080], [0.529, 0.194, 0.461], [-0.248, 0.424, 0.656], [-0.413, -0.495, 1.241], [0.068, 0.048, -0.953], [0.026, -0.076, -0.019], [-0.786, -0.061, 0.307], [-0.162, 0.140, 0.077], [0.114, -0.385, -0.184], [0.417, 0.682, -0.033], [0.412, 0.160, -0.619], [0.642, -0.268, -0.413], [-0.334, 0.557, -0.443], [-0.162, -0.859, 0.944], [-0.422, 0.046, 0.114], [-0.174, 0.178, -0.269], [0.035, 0.068, -0.167], [0.017, -0.069, 0.021], [0.386, 0.410, 0.076], [1.442, -1.199, -0.911], [-0.868, 0.585, 0.364], [0.144, 0.318, 1.250], [-0.598, 0.851, 0.580], [-0.289, 0.226, -0.554], [-0.143, -0.572, -0.882], [0.018, 0.077, 0.165], [0.226, -0.276, 0.025], [0.476, -2.060, 0.068], [-0.771, -0.160, -0.465], [0.731, 0.477, 1.117], [-0.078, -0.641, -1.230], [-0.688, 2.033, 0.788], [0.268, 0.434, 0.169], [-0.035, 0.059, -0.378], [-0.065, -0.026, -0.031], [-0.001, -0.279, 0.061], [0.171, -0.029, -0.101], [-0.945, -1.602, 0.456], [1.000, 0.337, 0.012], [-1.171, 0.603, 0.404], [0.489, -1.488, -0.799], [0.753, 2.140, -0.318], [0.030, 0.437, 0.120], [-0.264, -0.077, 0.153], [0.423, -0.369, -0.117], [0.117, 0.209, 0.049], [-0.160, -0.012, 0.293], [-0.941, -0.687, -0.946], [0.787, 0.068, 0.128], [0.194, -0.662, 0.365], [0.296, 0.492, -1.036], [0.282, 0.649, 0.953], [0.061, 0.411, -0.016], [-0.312, -0.107, 0.133], [-0.167, 0.306, 0.048], [-0.206, -0.284, 0.184], [0.007, -0.165, 0.199]],
  "lowdin_spin": [0.0000, 0.0002, 0.0002, 0.0001, 0.0000, 0.0000, 0.0000, 0.0000, 0.0000, 0.0000, 0.0000, 0.0000, 0.0000, 0.0000, 0.0000, 0.0004, 0.0007, 0.0002, 0.0000, 0.0000, 0.0000, 0.0000, 0.0000, 0.0000, 0.0000, 0.0000, 0.0000, 0.0000, 0.0000, 0.0000, 0.0000, 0.0000, 0.0000, 0.0000, 0.0000, 0.0000, 0.0000, 0.0000, 0.0002, 0.0011, 0.0010, 0.0001, 0.0003, 0.0000, 0.0003, 0.0004, 0.0000, 0.0000, 0.0439, 0.3674, 0.1257, 0.1005, 0.3313, -0.0018, 0.0141, 0.0014, 0.0007, 0.0116, 0.0000, 0.0000, 0.0000, 0.0000, 0.0000, 0.0000, 0.0000, 0.0000, 0.0000, 0.0000]
}


Record 2
{
  "formula": "C17H34F5N2O6S2",
  "method": "ωB97M-V with the def2-TZVPD basis set",
  "lumo_ev": -2.47,
  "charge": 1,
  "homo_lumo_gap_ev": 9.03,
  "fmax_ev_per_a": 7.5,
  "species": ["N", "C", "C", "C", "S", "O", "O", "O", "C", "C", "O", "C", "S", "O", "O", "C", "F", "F", "C", "F", "F", "F", "H", "H", "H", "H", "H", "H", "H", "H", "H", "H", "H", "H", "H", "H", "C", "C", "C", "C", "N", "C", "C", "C", "C", "C", "H", "H", "H", "H", "H", "H", "H", "H", "H", "H", "H", "H", "H", "H", "H", "H", "H", "H", "H", "H"],
  "coordinates": [[1.016138, -3.827320, -3.502860], [1.025841, -2.444007, -4.069587], [-0.183211, -1.534253, -3.480017], [0.132241, -1.188857, -1.945503], [1.034849, 0.395974, -1.674602], [2.478390, 0.205503, -2.054820], [0.387021, 1.607828, -2.265188], [-0.276461, -0.390852, -4.347163], [-1.374125, -0.479515, -5.286926], [-2.387429, 0.732155, -4.960445], [-3.632229, 0.308415, -4.357151], [-3.414728, -0.595662, -3.273173], [-4.949402, -0.480036, -2.187993], [-4.759011, -1.119649, -0.841918], [-5.178193, 0.998445, -1.948897], [-6.445686, -1.170117, -3.057176], [-6.420044, -0.702978, -4.384612], [-7.586340, -0.690918, -2.385833], [-6.483152, -2.782317, -3.114981], [-7.249144, -3.131651, -4.243104], [-7.022629, -3.341877, -1.944179], [-5.219392, -3.350661, -3.305211], [0.184816, -3.858473, -2.882445], [0.811909, -4.535371, -4.219502], [0.903314, -2.536555, -5.210618], [2.022306, -1.895244, -3.894313], [-1.098051, -2.216193, -3.483642], [0.818846, -2.028010, -1.557419], [-0.829711, -1.269899, -1.322576], [1.041135, 0.604870, -0.279523], [-0.925622, -0.276325, -6.325933], [-1.869624, -1.499456, -5.354378], [-1.809258, 1.448031, -4.269483], [-2.576832, 1.287318, -5.945830], [-2.544346, -0.321547, -2.596137], [-3.333294, -1.656934, -3.691752], [0.804343, -0.914523, 2.913703], [0.568945, 0.327572, 3.760863], [0.969875, 1.640702, 3.085507], [2.424826, 1.833307, 2.651899], [3.468808, 2.040607, 3.749972], [3.087159, 3.113690, 4.767485], [2.518195, 2.353312, 5.945741], [3.336188, 1.075579, 5.994746], [3.756581, 0.775920, 4.561392], [4.749875, 2.476451, 3.048385], [1.846112, -1.009849, 2.597932], [0.553050, -1.807870, 3.490125], [0.174734, -0.902423, 2.020478], [1.068379, 0.208012, 4.723970], [-0.499484, 0.380527, 3.993183], [0.648991, 2.477473, 3.712148], [0.362288, 1.725875, 2.176043], [2.467905, 2.735650, 2.034614], [2.774232, 1.001929, 2.034731], [4.001052, 3.632993, 5.066613], [2.401094, 3.827851, 4.311038], [1.457880, 2.137515, 5.803261], [2.600023, 2.922423, 6.873425], [2.772951, 0.248459, 6.431890], [4.223757, 1.220163, 6.616335], [3.225863, -0.063640, 4.117773], [4.824870, 0.556661, 4.513125], [4.562134, 3.426023, 2.546596], [5.024421, 1.704672, 2.327478], [5.536059, 2.591076, 3.794438]],
  "forces_ev_per_a": [[-1.095, 0.637, 0.421], [-0.081, 0.411, -0.957], [1.936, -1.062, -0.732], [-0.567, -1.181, 0.256], [2.422, 2.636, -2.250], [-3.427, -0.176, 1.169], [0.688, -3.108, 1.686], [-1.285, -1.607, 0.839], [-0.017, 1.396, -1.171], [1.402, 0.009, -0.555], [0.969, -0.472, 0.605], [-0.538, -0.514, -1.301], [0.970, 4.915, 5.613], [-0.255, -0.344, -3.841], [0.200, -3.856, -2.017], [-1.689, -0.031, -1.162], [-0.123, -0.832, 2.750], [2.699, -1.116, -1.609], [-0.825, -1.622, -0.293], [1.503, 0.539, 2.819], [1.204, 1.468, -3.009], [-2.233, 1.412, 0.431], [0.822, -0.373, -0.339], [0.272, 0.595, 0.302], [0.013, 0.518, 1.665], [-1.489, -0.863, -0.078], [0.859, 1.118, -0.031], [-0.785, 1.431, -0.491], [1.396, 0.712, -0.751], [-0.367, -0.616, -0.941], [-0.631, -0.308, 1.525], [0.593, 1.182, 0.344], [-0.898, -1.059, -0.848], [-0.362, -0.890, 1.627], [-1.216, -0.193, -0.573], [-0.069, 1.222, 0.954], [-0.001, -0.064, 0.057], [-0.024, -0.110, 0.078], [-0.130, -0.075, 0.204], [-0.295, 0.215, 0.086], [0.779, 0.254, -0.390], [-0.118, -0.122, -0.003], [-0.475, 0.169, 0.174], [0.166, -0.315, 0.437], [0.026, -0.096, -0.011], [-0.483, -0.208, 0.119], [-0.015, -0.070, -0.051], [0.021, 0.038, -0.149], [0.061, -0.016, 0.010], [0.011, 0.036, 0.036], [0.121, 0.109, 0.004], [0.076, 0.033, -0.083], [0.227, 0.098, -0.032], [0.111, -0.087, 0.115], [0.093, 0.033, 0.184], [-0.054, -0.102, -0.214], [0.124, -0.084, -0.064], [0.076, 0.020, -0.048], [0.025, 0.022, -0.147], [0.091, 0.068, -0.064], [-0.086, -0.019, -0.067], [-0.059, 0.172, -0.065], [-0.159, 0.122, -0.199], [0.040, -0.115, 0.030], [-0.029, 0.142, 0.052], [-0.117, -0.025, -0.057]],
  "mulliken_charge": [-0.5965, -0.5613, 0.2814, -0.8664, 1.0886, -0.6365, -0.5818, -0.3756, -0.5262, -0.3828, -0.3463, -0.0797, 1.1832, -0.6542, -0.6308, 0.5274, -0.2295, -0.2060, 0.5531, -0.2256, -0.2039, -0.2241, 0.2518, 0.3139, 0.3203, 0.2325, 0.1346, 0.4464, 0.4874, -0.0522, 0.3040, 0.3814, 0.2557, 0.3300, 0.0040, 0.2516, -1.3758, -0.1805, -0.7974, -0.9258, 0.3023, -0.6646, -0.4562, -0.6696, -0.2785, -1.1629, 0.3082, 0.3841, 0.3180, 0.0442, 0.4725, 0.2736, 0.6157, 0.2841, 0.6135, 0.4768, 0.2785, 0.1803, 0.4847, 0.4007, 0.3352, 0.0787, 0.3752, 0.4176, 0.4110, 0.4888]
}